Record 1
This record from the OMol25 dataset describes an isolated ion of composition C4H10N and charge +1 in a non-equilibrium geometry. The level of theory is ωB97M-V with the def2-TZVPD basis set.

Positions of all 15 atoms, in Å:
C: 1.00322 0.79483 0.03919
C: 0.56386 -0.11271 -1.17623
C: -0.49480 -1.01171 -0.58313
N: -1.07921 -0.20334 0.55507
C: 0.11794 0.39067 1.21314
H: 0.66554 1.79470 -0.24468
H: 2.02970 0.99819 0.31985
H: 1.46582 -0.41879 -1.69120
H: 0.03375 0.57280 -1.84365
H: -0.16252 -1.99992 -0.24343
H: -1.26427 -1.33682 -1.29063
H: -1.63486 -0.82775 1.13694
H: -1.68026 0.48908 0.10573
H: 0.57719 -0.35858 1.85529
H: -0.14110 1.22935 1.84775

Results
DFT total energy (eV): -5793.3027
Total charge: +1
SMILES: C1CC[NH2+]C1
Strongest force on any atom (hartree/bohr): 0.042
LUMO energy (eV): -3.51



Record 2
This record from the OMol25 dataset describes an isolated ion of composition C4H10N and charge +1 in a non-equilibrium geometry. The level of theory is ωB97M-V with the def2-TZVPD basis set.

Positions of all 15 atoms, in Å:
C: -0.79951 -1.89199 0.10006
C: -0.91675 -0.50407 -0.03573
H: -1.70760 -2.47695 0.26804
H: 0.12621 -2.47055 0.10845
H: -1.90341 -0.20537 0.43917
H: -1.36051 -0.37869 -1.11659
C: 0.28872 0.38090 0.40714
C: 1.48301 -0.25892 -0.08392
N: 0.15564 1.80019 -0.16112
H: 0.21952 0.49207 1.50792
H: 2.13050 -0.84933 0.55082
H: 1.88004 0.00306 -1.05925
H: -0.55879 2.29619 0.37920
H: 1.08293 2.24230 -0.15522
H: -0.12001 1.82116 -1.14895

Results
DFT total energy (eV): -5787.9344
Total charge: +1
Strongest force on any atom (hartree/bohr): 0.086
LUMO energy (eV): -5.73



Record 3
This record from the OMol25 dataset describes a 2-piece molecular cluster, C4H10N overall in a non-equilibrium geometry. The level of theory is ωB97M-V with the def2-TZVPD basis set.

Positions of all 15 atoms, in Å:
C: -2.15477 -1.75121 -0.12706
C: -2.67246 -0.84532 0.68275
H: -2.53050 -2.76545 -0.13333
H: -1.37324 -1.54990 -0.85035
H: -3.43230 -1.08812 1.41812
H: -2.37981 0.19303 0.80028
C: 1.30539 1.89010 -0.44600
C: 1.66729 -0.41986 0.06367
N: 2.14052 0.75754 -0.04845
H: 1.89333 2.54732 -1.09120
H: 0.47171 1.52289 -1.03289
H: 1.01494 2.50222 0.40421
H: 0.67186 -0.64178 -0.30318
H: 2.28702 -1.23727 0.41380
H: 3.09102 0.88581 0.24963

Results
DFT total energy (eV): -5791.6093
Total charge: +1
Strongest force on any atom (hartree/bohr): 0.029
LUMO energy (eV): -5.47



Record 4
This record from the OMol25 dataset describes an isolated ion of composition C4H10N and charge +1 in a non-equilibrium geometry. The level of theory is ωB97M-V with the def2-TZVPD basis set.

Positions of all 15 atoms, in Å:
C: 0.72993 1.77762 0.78013
C: 1.38424 0.44737 0.44377
C: 0.51158 -0.58678 -0.20967
C: -0.80474 -0.47971 -0.23050
N: -1.63110 -1.52142 -0.90580
H: 0.32323 2.20297 -0.13101
H: 0.01357 1.72998 1.59647
H: 1.53920 2.45592 1.05891
H: 2.26194 0.56379 -0.19334
H: 1.86042 -0.06121 1.29266
H: 0.98037 -1.25583 -0.92568
H: -1.38874 0.11610 0.45251
H: -1.39742 -2.47044 -0.60892
H: -1.79600 -1.43219 -1.91027
H: -2.58649 -1.48615 -0.50927

Results
DFT total energy (eV): -5792.5831
Total charge: +1
SMILES: CC/C=C/[NH3+]
Strongest force on any atom (hartree/bohr): 0.039
LUMO energy (eV): -3.84



Record 5
This record from the OMol25 dataset describes a 2-piece molecular cluster, C4H10N2 overall in a non-equilibrium geometry. The level of theory is ωB97M-V with the def2-TZVPD basis set.

Positions of all 16 atoms, in Å:
C: 1.71172 -2.35382 -2.28009
C: 0.70543 -1.59666 -1.73065
N: 0.42458 -1.33642 -0.39204
H: 2.41108 -2.74570 -1.61297
H: 1.74266 -2.58062 -3.34851
H: -0.01863 -1.02898 -2.33146
H: 0.45979 -2.18369 0.15632
H: -0.60381 -1.01389 -0.39612
C: -1.41517 2.46161 0.88438
C: -0.17621 1.03443 2.22052
N: -1.37110 1.40301 1.85556
H: -2.45891 2.34130 0.34955
H: -0.47576 2.52269 0.23920
H: -1.54995 3.42906 1.37438
H: -0.23251 0.39393 3.13073
H: 0.84679 1.25375 1.88118

Results
DFT total energy (eV): -7286.6333
Total charge: -1
2S+1: 2
<S²>: 0.75
Strongest force on any atom (hartree/bohr): 0.061
LUMO energy (spin up / spin down) (eV): 3.63 / 3.52



Record 6
This record from the OMol25 dataset describes one molecule with the formula C4H10N2 in a non-equilibrium geometry. The level of theory is ωB97M-V with the def2-TZVPD basis set.

Positions of all 16 atoms, in Å:
H: -2.84202 -1.70541 0.83848
N: -2.05126 -2.35377 0.80213
C: -1.03513 -1.78299 0.30517
N: -0.96422 -0.52291 -0.28239
C: 0.17175 -0.09590 -1.06826
C: 0.73455 1.24028 -0.60351
C: 1.16254 1.21382 0.87502
H: -0.09527 -2.33689 0.21028
H: -1.44366 0.17186 0.27130
H: -0.03685 -0.07158 -2.13962
H: 0.94774 -0.84847 -0.91340
H: 1.57293 1.50863 -1.24053
H: 0.01440 2.05528 -0.73830
H: 1.64967 0.25211 1.07183
H: 1.89627 1.99233 1.05384
H: 0.31856 1.28360 1.55796

Results
DFT total energy (eV): -7289.9274
SMILES: [H]/N=C\NCCC
Strongest force on any atom (hartree/bohr): 0.020
LUMO energy (eV): 1.02



Record 7
This record from the OMol25 dataset describes a 2-piece molecular cluster, C4H10N2 overall in a non-equilibrium geometry. The level of theory is ωB97M-V with the def2-TZVPD basis set.

Positions of all 16 atoms, in Å:
H: -1.52091 1.72040 -0.84446
N: -1.05881 1.50123 0.03844
C: -1.31134 0.31557 0.47130
C: -2.25632 -0.67229 -0.13428
H: -1.03792 0.12965 1.50769
H: -2.44208 -0.45313 -1.18350
H: -3.20218 -0.65873 0.41147
H: -1.84868 -1.67750 -0.04469
C: 2.50240 -1.04471 0.13024
C: 1.56090 -0.17439 -0.22449
N: 1.58806 1.17472 -0.36020
H: 3.52166 -0.73428 0.28312
H: 2.29091 -2.09973 0.19964
H: 0.47919 -0.53462 -0.21098
H: 0.49814 1.57620 -0.30621
H: 2.23699 1.63159 0.26692

Results
DFT total energy (eV): -7288.3212
SMILES: [H]/N=C\C.C=CN
Strongest force on any atom (hartree/bohr): 0.073
LUMO energy (eV): 0.86



Record 8
This record from the OMol25 dataset describes a 2-piece molecular cluster, C4H10N2 overall in a non-equilibrium geometry. The level of theory is ωB97M-V with the def2-TZVPD basis set.

Positions of all 16 atoms, in Å:
C: 1.84759 -1.37354 1.23005
C: 2.28620 -0.63521 0.23078
N: 1.84125 0.76202 0.02708
H: 1.53203 -0.95919 2.14989
H: 1.79011 -2.44640 1.13350
H: 2.95588 -0.97532 -0.55188
H: 1.70216 1.21306 0.90616
H: 1.93413 1.23029 -0.84455
C: -1.99306 -0.73674 -0.08503
N: -1.45245 0.16634 -0.76617
C: -2.25149 1.50418 -0.67258
H: -2.95201 -0.64367 0.53853
H: -1.71625 -1.76624 -0.10100
H: -3.21029 1.09046 -0.81804
H: -2.01210 2.07974 -1.56767
H: -2.08072 2.12657 0.10936

Results
DFT total energy (eV): -7287.2533
SMILES: C=CN.C=NC
Strongest force on any atom (hartree/bohr): 0.100
LUMO energy (eV): 1.15



Repeat the first record exactly.
This record from the OMol25 dataset describes an isolated ion of composition C4H10N and charge +1 in a non-equilibrium geometry. The level of theory is ωB97M-V with the def2-TZVPD basis set.

Positions of all 15 atoms, in Å:
C: 1.00322 0.79483 0.03919
C: 0.56386 -0.11271 -1.17623
C: -0.49480 -1.01171 -0.58313
N: -1.07921 -0.20334 0.55507
C: 0.11794 0.39067 1.21314
H: 0.66554 1.79470 -0.24468
H: 2.02970 0.99819 0.31985
H: 1.46582 -0.41879 -1.69120
H: 0.03375 0.57280 -1.84365
H: -0.16252 -1.99992 -0.24343
H: -1.26427 -1.33682 -1.29063
H: -1.63486 -0.82775 1.13694
H: -1.68026 0.48908 0.10573
H: 0.57719 -0.35858 1.85529
H: -0.14110 1.22935 1.84775

Results
DFT total energy (eV): -5793.3027
Total charge: +1
SMILES: C1CC[NH2+]C1
Strongest force on any atom (hartree/bohr): 0.042
LUMO energy (eV): -3.51



Question: Which of these has the highest DFT total energy?
Answer: number 2



Please write out number 7 again, unchanged.
This record from the OMol25 dataset describes a 2-piece molecular cluster, C4H10N2 overall in a non-equilibrium geometry. The level of theory is ωB97M-V with the def2-TZVPD basis set.

Positions of all 16 atoms, in Å:
H: -1.52091 1.72040 -0.84446
N: -1.05881 1.50123 0.03844
C: -1.31134 0.31557 0.47130
C: -2.25632 -0.67229 -0.13428
H: -1.03792 0.12965 1.50769
H: -2.44208 -0.45313 -1.18350
H: -3.20218 -0.65873 0.41147
H: -1.84868 -1.67750 -0.04469
C: 2.50240 -1.04471 0.13024
C: 1.56090 -0.17439 -0.22449
N: 1.58806 1.17472 -0.36020
H: 3.52166 -0.73428 0.28312
H: 2.29091 -2.09973 0.19964
H: 0.47919 -0.53462 -0.21098
H: 0.49814 1.57620 -0.30621
H: 2.23699 1.63159 0.26692

Results
DFT total energy (eV): -7288.3212
SMILES: [H]/N=C\C.C=CN
Strongest force on any atom (hartree/bohr): 0.073
LUMO energy (eV): 0.86